Entry 1:
The following is a quantum chemistry calculation of a structure of composition C51H44AsBiCl3N5O7S6, from the Open Molecules 2025 dataset.

The electronic energy comes out at -244646.2530 eV. The total charge is -2. The calculation puts the molar mass at 1421.60 g/mol. The relative energy (zero: lowest compared OMol25 entry of this formula, charge and spin) comes out at 0.0 kcal/mol. The calculation puts the LUMO energy at 3.329 eV. Its strongest force on any atom is 1.7 eV Å⁻¹. The HOMO-LUMO gap is 4.95 eV.

Last column: Löwdin charge in e.
Geometry (Å):
H -1.468 0.074 4.212  0.113
C 3.286 2.230 5.781  -0.076
H -7.480 -1.567 3.235  0.073
As 0.057 -5.116 1.570  -0.497
S -0.413 -3.800 -0.201  -0.010
H -2.331 0.414 -6.738  0.110
C 2.418 4.592 -0.730  -0.090
S 2.272 -4.890 1.590  0.011
C 1.600 3.732 6.677  -0.026
C 1.090 -1.885 4.382  -0.405
S -2.392 -0.631 -0.813  0.999
H -2.939 -1.387 1.982  0.102
O 3.196 -2.024 1.561  -0.223
H 2.342 -3.559 4.382  0.058
H -4.797 3.658 -0.742  0.112
C -0.635 -0.568 3.998  -0.051
C 2.079 -2.755 5.067  -0.011
H -0.005 -1.006 -9.333  0.068
H -1.058 -1.118 6.714  0.139
H 1.080 -2.034 -7.513  0.107
C 2.103 2.572 -2.017  -0.165
Cl 3.855 -7.533 -3.207  0.588
S 0.001 -1.447 -2.779  0.992
O 1.454 0.908 1.015  0.038
H -4.308 1.409 0.091  0.102
H -5.111 -0.594 -1.608  0.113
Cl 6.308 -6.056 -2.884  0.563
C 1.902 0.398 -2.981  -0.072
C -1.958 2.998 -2.521  -0.125
H -0.682 0.583 -8.955  0.075
O 1.294 -2.200 -2.815  -0.615
C -2.501 1.172 -1.043  -0.239
C 0.755 2.627 6.796  -0.237
Cl 4.269 -5.094 -4.685  0.560
C -6.301 -1.109 0.113  -0.039
H 3.154 -0.005 3.205  0.060
S -0.828 -4.505 3.399  -0.155
O 4.610 -4.179 -1.516  -0.090
H 2.802 0.145 5.585  0.094
C 1.842 -0.215 0.704  -0.638
C -3.877 -1.289 1.453  -0.043
H -0.954 5.171 -4.946  0.099
C 1.067 4.543 -0.355  -0.070
C -1.516 -0.200 -6.373  -0.043
C -0.629 -0.763 -7.289  -0.287
C -7.564 -1.806 2.176  -0.058
C -2.675 5.463 -3.683  -0.094
H -2.064 0.013 -4.304  0.097
C 0.249 3.554 -0.821  -0.013
H -8.405 -1.258 1.751  0.070
H 1.267 4.717 6.971  0.105
H -0.353 3.011 -3.963  0.125
H -4.352 5.430 -2.363  0.105
C 0.542 0.312 -2.615  -0.240
H 3.972 3.609 -1.811  0.107
H -7.772 -2.873 2.091  0.083
C 3.260 -0.664 1.159  -0.548
H 5.122 -1.128 0.183  0.093
H 4.467 0.489 -0.195  0.084
H 2.342 -0.477 -3.441  0.108
C -3.461 4.920 -2.708  -0.045
H 2.421 -2.091 2.190  0.015
H 2.988 -2.209 5.331  0.072
N -0.881 1.282 7.170  0.044
C -3.134 3.679 -2.115  -0.167
C 2.650 1.506 -2.754  -0.016
C -3.938 3.112 -1.110  -0.022
C -0.044 -0.866 6.393  -0.072
H -7.246 -1.035 -0.411  0.108
Bi 2.010 -3.353 -0.364  1.362
C -0.092 -0.984 2.827  -0.121
N -0.526 2.503 7.262  0.051
C -3.655 1.867 -0.637  -0.060
C -1.550 4.755 -4.143  -0.075
C -5.062 -1.586 2.108  -0.028
H 4.282 2.111 5.378  0.104
C -0.313 -1.187 -4.555  -0.331
H 3.061 5.370 -0.338  0.094
O -2.844 -0.960 -2.203  -0.533
N 0.983 -1.789 3.085  0.096
C -1.569 1.768 -1.883  -0.115
C 2.920 3.624 -1.550  -0.040
H -0.398 -0.763 1.822  0.088
C -5.121 -0.845 -0.556  -0.085
S -0.535 -7.121 1.332  -0.226
H -5.011 -1.922 3.135  0.117
H 3.626 1.251 2.060  0.080
C 4.568 -5.928 -3.145  -1.527
C 2.859 3.510 6.168  -0.096
C 4.217 -0.558 -0.026  -0.012
C 2.470 1.126 5.890  0.003
H -0.768 3.506 -0.463  0.121
H 0.682 5.275 0.344  0.099
H 0.684 -1.449 6.962  0.134
H 1.647 -3.200 5.963  0.074
N 0.126 0.543 6.666  -0.057
H 1.336 -2.426 -5.072  0.108
H -1.750 -0.809 -9.126  0.075
N 0.128 -1.138 4.998  -0.020
C 1.194 1.346 6.401  -0.154
C 0.731 2.536 -1.679  -0.124
C 3.750 0.202 2.317  -0.021
O 2.669 -5.249 -1.900  -0.204
C -6.285 -1.481 1.457  -0.276
C -0.110 1.428 -2.086  -0.086
H 3.545 4.339 6.060  0.096
H 3.751 -0.961 -0.925  0.061
C 3.887 -5.019 -2.044  -0.912
C 0.547 -1.790 -5.452  -0.058
C -3.913 -0.909 0.124  -0.376
H 4.800 -0.010 2.523  0.083
C -1.365 -0.408 -5.013  -0.062
C -1.204 3.558 -3.581  -0.012
O 1.174 -1.076 0.034  -0.254
H -2.927 6.420 -4.122  0.095
C 0.394 -1.572 -6.813  -0.039
C -0.773 -0.487 -8.761  -0.064
H 3.685 1.551 -3.073  0.117



Entry 2:
The following is a quantum chemistry calculation of a structure of composition C34H31ClGeIrNO2S3Sb, from the Open Molecules 2025 dataset.

The electronic energy comes out at -152266.9304 eV. Its expectation value of S² is 0.794. The total charge is -2. The calculation puts the molar mass at 1003.87 g/mol. The relative energy (zero: lowest compared OMol25 entry of this formula, charge and spin) comes out at 23.2 kcal/mol. The spin multiplicity is 2. The calculation puts the LUMO energy (spin up / spin down) at 3.650 / 3.643 eV. Its strongest force on any atom is 1.0 eV Å⁻¹. The HOMO-LUMO gap (spin up / spin down) is 4.15 / 4.14 eV.

Last column: Löwdin charge in e.
Geometry (Å):
C -1.887 2.573 -3.484  -0.114
C -0.994 -4.385 2.487  -0.157
C -0.408 -3.042 2.506  -0.388
C -2.194 5.027 -0.060  -0.126
H 5.286 -4.253 0.921  0.104
H 2.291 5.630 2.058  0.086
H -0.062 -5.542 -0.432  0.153
C 4.231 -4.480 0.857  -0.121
C -1.677 -2.592 4.545  -0.082
N 0.147 -5.196 0.494  0.127
C -1.176 3.738 -5.464  -0.127
H -3.189 1.866 0.584  0.052
C 1.038 3.449 -0.225  -0.328
C 0.069 3.934 -3.415  -0.103
H -3.055 -4.143 5.209  0.086
C 3.635 -4.588 -0.394  -0.038
S 1.424 0.588 1.548  -0.188
H -1.311 3.984 -6.511  0.085
H -3.301 6.803 0.417  0.088
Cl -3.414 -0.990 1.100  0.328
H -5.205 5.558 1.403  0.085
C -2.070 2.891 -4.821  -0.113
C -3.284 5.718 0.450  -0.116
C 2.098 -4.785 1.914  -0.024
C 2.281 4.913 1.244  -0.113
H 0.606 4.915 -5.247  0.090
H 2.394 -3.209 -2.491  0.020
C 2.142 -4.233 -2.776  -0.104
O 0.294 -2.620 1.578  -0.179
C -0.104 4.259 -4.755  -0.111
C -0.821 -5.219 1.402  -0.039
H -2.596 1.910 -2.999  0.093
C -0.814 3.085 -2.753  -0.246
C -2.140 3.633 -0.029  -0.255
C -0.788 -2.182 3.610  -0.004
H 4.417 4.866 1.044  0.088
H 1.359 -4.210 -3.530  0.090
H -1.371 5.585 -0.496  0.098
C -4.352 5.021 1.002  -0.126
O 1.598 -4.929 -1.667  -0.109
C 3.471 4.486 0.675  -0.106
C 2.273 -4.800 -0.491  -0.250
C 1.073 4.391 0.799  -0.131
H -1.951 -1.926 5.355  0.098
C -4.316 3.635 1.038  -0.103
S 1.352 -1.274 -1.123  -0.054
H 2.259 2.227 -1.516  0.104
Sb 3.065 -0.982 0.635  0.152
Ir -0.277 -0.656 0.396  0.571
C -3.219 2.951 0.528  -0.101
H 0.918 4.343 -2.876  0.090
H -1.589 -5.963 1.208  0.132
C 3.467 -4.585 2.004  -0.113
H 3.022 -4.753 -3.171  0.082
H -5.140 3.080 1.472  0.093
H 0.153 4.703 1.282  0.084
H -2.912 2.476 -5.365  0.089
H -0.319 -1.204 3.618  0.095
H 3.920 -4.449 2.977  0.100
C -0.955 0.731 -0.683  -0.532
H -2.489 -1.681 -0.967  -0.030
H 1.496 -4.830 2.811  0.113
C 2.244 3.028 -0.783  -0.150
Ge -0.625 2.622 -0.824  0.915
H -2.072 -2.763 0.364  -0.042
C -2.076 -1.716 0.045  -0.744
H -1.544 0.411 -1.555  -0.040
C 3.452 3.536 -0.337  -0.109
C 1.499 -4.900 0.671  -0.176
H 4.228 -4.453 -1.288  0.111
S 4.897 0.125 -0.312  -0.492
C -1.989 -4.721 3.465  -0.068
C -2.309 -3.876 4.473  -0.112
H -2.477 -5.687 3.377  0.101
H 4.372 3.125 -0.732  0.062